[1]
Molecular formula: C39H38ClN4O4ReS2Te
Method: DFT, ωB97M-V/def2-TZVPD

```
! wB97M-V def2-TZVPD RIJCOSX def2/J DEFGRID3
* xyz 3 2
Re 1.807 -0.520 0.393
C 5.055 2.490 3.772
O 3.807 2.028 3.242
C 3.720 1.223 2.228
O 2.595 0.764 1.949
N 4.797 0.874 1.495
N 4.564 -0.002 0.421
H 4.789 3.132 4.610
H 5.609 3.082 3.043
H 5.646 1.652 4.141
H 5.713 1.291 1.640
H 5.180 -0.814 0.472
H 4.698 0.452 -0.483
S 1.221 1.537 -0.824
C -0.470 1.518 -0.820
N -1.159 2.311 -1.634
C -2.590 2.468 -1.456
C -3.205 1.124 -1.106
N -2.491 0.493 -0.012
C -3.308 -0.289 0.888
C -4.081 0.660 1.782
C -5.470 0.710 1.766
C -6.138 1.633 2.555
C -5.423 2.531 3.337
C -4.036 2.488 3.351
C -3.369 1.555 2.579
C -1.184 0.643 0.117
S -0.338 -0.195 1.357
C -0.554 3.126 -2.673
C -0.731 4.601 -2.410
C -0.021 5.203 -1.372
C -0.139 6.561 -1.145
C -0.969 7.330 -1.949
C -1.693 6.729 -2.972
C -1.576 5.369 -3.203
H -3.024 2.836 -2.386
H -2.789 3.213 -0.674
H -3.166 0.450 -1.972
H -4.248 1.254 -0.812
H -2.664 -0.947 1.472
H -3.993 -0.892 0.288
H -6.038 0.020 1.160
H -7.217 1.655 2.555
H -5.944 3.256 3.942
H -3.473 3.181 3.957
H -2.290 1.514 2.596
H -1.036 2.862 -3.621
H 0.511 2.891 -2.733
H 0.635 4.599 -0.760
H 0.425 7.028 -0.354
H -1.061 8.391 -1.777
H -2.341 7.323 -3.594
H -2.136 4.912 -4.006
Cl -0.553 -1.396 -7.540
C 0.132 -1.457 -5.974
C -0.457 -2.252 -4.983
C 0.081 -2.271 -3.715
C 1.234 -1.529 -3.425
C 1.841 -0.767 -4.428
C 1.287 -0.720 -5.690
C 1.694 -1.415 -2.042
O 2.827 -1.019 -1.679
O 0.828 -1.573 -1.106
H -1.337 -2.833 -5.213
H -0.362 -2.879 -2.939
H 2.725 -0.194 -4.198
H 1.740 -0.115 -6.459
Te 2.689 -2.742 1.633
C 1.499 -3.383 3.295
C 2.141 -4.051 4.332
C 1.383 -4.595 5.358
C 0.000 -4.485 5.336
C -0.630 -3.802 4.305
C 0.118 -3.237 3.285
C 2.052 -4.288 0.302
C 0.775 -4.833 0.347
C 0.442 -5.826 -0.556
C 1.372 -6.285 -1.477
C 2.650 -5.747 -1.500
C 2.993 -4.741 -0.615
H 3.218 -4.150 4.341
H 1.879 -5.113 6.166
H -0.587 -4.932 6.122
H -1.707 -3.716 4.289
H -0.363 -2.677 2.491
H 0.052 -4.506 1.081
H -0.547 -6.254 -0.528
H 1.103 -7.069 -2.168
H 3.386 -6.124 -2.190
H 3.993 -4.327 -0.619
*
```

## Properties
Expectation value of S² = 0.763
Orbital gap (spin up / spin down) = 5.04 / 5.43 eV
Relative energy (zero: lowest compared OMol25 entry of this formula, charge and spin) = 0.000 eV
Molar mass = 1040.2 g/mol

[2]
Molecular formula: C39H38F6N2OSi
Method: DFT, ωB97M-V/def2-TZVPD

```
! wB97M-V def2-TZVPD RIJCOSX def2/J DEFGRID3
* xyz 0 1
C -2.427 2.548 7.282
C -3.010 1.128 7.582
Si -2.318 -0.096 6.321
N -3.463 -1.369 6.026
O -0.830 -0.683 6.954
C -0.962 -1.236 8.089
N -1.095 -1.763 9.116
H -1.734 2.515 6.454
H -3.223 3.224 7.022
H -1.877 2.885 8.144
H -2.745 0.846 8.585
H -4.079 1.126 7.442
H -2.105 0.641 5.068
H -4.209 -1.278 6.702
H -3.902 -1.177 5.136
F -5.569 0.399 4.779
C -5.670 1.645 4.259
C -4.569 2.172 3.620
C -4.660 3.432 3.055
C -5.845 4.150 3.143
C -6.938 3.606 3.808
C -6.856 2.340 4.370
H -3.655 1.596 3.559
H -3.809 3.849 2.538
H -5.916 5.132 2.696
H -7.860 4.166 3.883
H -7.700 1.891 4.877
F -2.581 -1.851 2.858
C -1.330 -2.124 2.431
C -1.086 -2.182 1.074
C 0.202 -2.459 0.639
C 1.218 -2.682 1.559
C 0.949 -2.620 2.919
C -0.334 -2.334 3.363
H -1.893 -2.011 0.373
H 0.411 -2.502 -0.421
H 2.220 -2.901 1.215
H 1.738 -2.794 3.638
H -0.562 -2.275 4.419
F -3.310 2.433 0.605
C -2.798 1.690 -0.401
C -1.527 1.967 -0.860
C -0.997 1.183 -1.874
C -1.746 0.146 -2.417
C -3.025 -0.110 -1.943
C -3.559 0.663 -0.923
H -0.962 2.780 -0.423
H 0.001 1.376 -2.238
H -1.332 -0.460 -3.205
H -3.609 -0.917 -2.367
H -4.549 0.474 -0.530
F -1.257 -2.058 -4.457
C -1.018 -3.350 -4.131
C -1.659 -4.349 -4.834
C -1.407 -5.669 -4.494
C -0.531 -5.970 -3.460
C 0.100 -4.947 -2.766
C -0.139 -3.623 -3.103
H -2.343 -4.092 -5.631
H -1.897 -6.465 -5.038
H -0.340 -7.001 -3.197
H 0.781 -5.179 -1.958
H 0.347 -2.810 -2.580
F 2.029 1.835 -2.584
C 2.561 1.069 -3.566
C 3.835 1.353 -4.013
C 4.383 0.565 -5.014
C 3.653 -0.484 -5.556
C 2.372 -0.749 -5.094
C 1.818 0.028 -4.088
H 4.385 2.177 -3.583
H 5.383 0.772 -5.369
H 4.083 -1.094 -6.339
H 1.799 -1.564 -5.517
H 0.825 -0.170 -3.712
F 6.450 3.066 -4.312
C 7.719 2.683 -4.569
C 8.081 2.408 -5.872
C 9.386 2.015 -6.133
C 10.300 1.897 -5.096
C 9.912 2.176 -3.793
C 8.612 2.576 -3.523
H 7.351 2.502 -6.664
H 9.688 1.802 -7.149
H 11.315 1.588 -5.304
H 10.622 2.081 -2.984
H 8.290 2.804 -2.516
*
```

## Properties
Orbital gap = 9.92 eV
Molar mass = 692.8 g/mol

[3]
Molecular formula: C39H38N
Method: DFT, ωB97M-V/def2-TZVPD

```
! wB97M-V def2-TZVPD RIJCOSX def2/J DEFGRID3
* xyz 1 1
C 5.020 -4.540 2.232
C 3.652 -4.847 2.295
C 2.691 -3.869 2.007
C 3.080 -2.549 1.693
C 2.087 -1.489 1.478
C 0.904 -1.851 0.897
C -0.326 -0.993 0.677
C -1.627 -1.502 1.350
C -2.631 -0.564 1.590
C -3.900 -0.988 1.974
C -4.164 -2.357 2.154
C -3.122 -3.273 2.047
C -1.845 -2.849 1.664
C 2.462 -0.109 1.833
C 2.173 1.004 1.034
C 2.585 2.292 1.398
C 3.360 2.464 2.560
C 3.697 1.351 3.348
C 3.254 0.086 2.984
C 4.456 -2.280 1.572
C 5.413 -3.243 1.852
H 5.767 -5.306 2.463
H 3.323 -5.851 2.567
H 1.631 -4.113 2.083
H 0.774 -2.903 0.641
H -0.116 -0.050 1.175
H -2.421 0.510 1.475
H -4.714 -0.257 2.082
H -5.163 -2.691 2.409
H -3.291 -4.327 2.223
H -1.015 -3.571 1.598
H 1.618 0.842 0.107
H 2.322 3.143 0.775
H 3.723 3.458 2.838
H 4.315 1.463 4.250
H 3.497 -0.785 3.602
H 4.779 -1.283 1.278
H 6.476 -2.999 1.779
C -1.836 6.655 -1.388
C -2.994 5.909 -1.533
C -2.986 4.500 -1.413
C -4.179 3.751 -1.538
C -4.167 2.380 -1.326
C -2.960 1.716 -0.989
C -1.750 2.396 -0.920
C -0.483 1.590 -0.570
C -0.281 0.282 -1.366
C 1.003 -0.063 -2.105
C 0.553 -1.128 -3.140
C 0.524 -2.452 -2.363
C -0.585 -2.313 -1.343
N -0.587 -0.930 -0.631
C -2.054 -0.848 -2.942
C -0.883 -0.896 -3.845
C -1.740 3.823 -1.116
C -0.568 4.608 -1.017
C -0.612 5.998 -1.134
H -1.852 7.743 -1.466
H -3.942 6.410 -1.733
H -5.105 4.268 -1.782
H -5.083 1.786 -1.411
H -2.971 0.637 -0.796
H 0.390 2.203 -0.782
H -0.499 1.362 0.516
H -0.967 0.482 -2.204
H 1.446 0.830 -2.568
H 1.696 -0.495 -1.346
H 1.307 -1.153 -3.931
H 0.393 -3.304 -3.047
H 1.467 -2.644 -1.831
H -1.530 -2.565 -1.859
H -0.483 -3.090 -0.593
H -2.690 -1.706 -2.864
H -2.549 0.094 -2.820
H -0.834 0.053 -4.410
H -1.038 -1.750 -4.521
H 0.396 4.121 -0.835
H 0.311 6.569 -1.021
*
```

## Properties
Orbital gap = 4.41 eV
Molar mass = 520.7 g/mol

[4]
Molecular formula: C39H39CoN3O2P2S3Se2
Method: DFT, ωB97M-V/def2-TZVPD

```
! wB97M-V def2-TZVPD RIJCOSX def2/J DEFGRID3
* xyz -2 2
Co -0.040 0.129 -0.688
S -0.508 -2.942 1.134
P 0.988 -1.660 1.328
C 1.290 -0.050 0.731
P 0.910 1.523 1.400
S -0.673 2.674 1.804
C 1.782 1.630 3.051
C 3.166 1.732 3.149
C 3.779 1.949 4.374
C 3.020 2.034 5.529
C 1.643 1.887 5.451
C 1.033 1.689 4.224
C 2.085 2.574 0.444
C 1.876 3.945 0.342
C 2.817 4.758 -0.270
C 3.981 4.209 -0.785
C 4.193 2.842 -0.697
C 3.252 2.030 -0.086
C 1.457 -1.714 3.108
C 0.465 -1.877 4.069
C 0.778 -1.871 5.417
C 2.096 -1.720 5.818
C 3.092 -1.564 4.866
C 2.776 -1.546 3.518
C 2.422 -2.607 0.660
C 2.680 -3.862 1.212
C 3.722 -4.638 0.738
C 4.504 -4.182 -0.317
C 4.240 -2.946 -0.883
C 3.213 -2.155 -0.385
H 3.770 1.668 2.254
H 4.858 2.053 4.425
H 3.497 2.212 6.487
H 1.039 1.942 6.351
H -0.045 1.625 4.160
H 0.960 4.361 0.741
H 2.641 5.826 -0.345
H 4.715 4.844 -1.270
H 5.096 2.405 -1.107
H 3.406 0.961 -0.024
H -0.551 -2.051 3.734
H -0.003 -1.993 6.158
H 2.346 -1.715 6.873
H 4.122 -1.450 5.183
H 3.552 -1.417 2.773
H 2.044 -4.223 2.011
H 3.927 -5.608 1.179
H 5.316 -4.792 -0.699
H 4.834 -2.592 -1.718
H 3.018 -1.178 -0.810
C -2.193 3.734 -3.734
N -2.854 2.825 -2.841
C -4.184 2.488 -2.845
C -4.369 1.530 -1.920
N -3.139 1.249 -1.336
C -2.196 2.072 -1.907
S -0.579 2.261 -1.597
C -2.971 0.313 -0.312
C -4.067 -0.476 0.048
C -4.084 -1.072 1.287
C -3.003 -0.857 2.129
C -1.883 -0.261 1.597
N -1.808 0.279 0.376
H -2.944 4.344 -4.235
H -1.610 3.177 -4.471
H -1.508 4.365 -3.167
H -4.891 2.957 -3.504
H -5.278 1.054 -1.617
H -4.879 -0.625 -0.647
H -4.918 -1.688 1.596
H -2.995 -1.219 3.145
H -0.992 -0.167 2.203
O 1.938 -3.729 -4.769
C 1.231 -2.688 -5.422
C 0.728 -1.638 -4.412
C 0.199 -0.484 -5.297
O -0.578 0.501 -4.685
C 1.937 -1.212 -3.580
Se 1.795 0.382 -2.408
C -0.336 -2.332 -3.557
Se -1.291 -1.344 -2.148
H 2.227 -4.367 -5.425
H 0.365 -3.102 -5.962
H 1.888 -2.191 -6.156
H -0.433 -0.908 -6.090
H 1.082 -0.025 -5.779
H -0.073 0.834 -3.916
H 2.758 -0.955 -4.257
H 2.254 -2.039 -2.946
H 0.133 -3.180 -3.054
H -1.136 -2.711 -4.201
*
```

## Properties
Expectation value of S² = 0.938
Orbital gap (spin up / spin down) = 5.15 / 5.09 eV
Molar mass = 956.8 g/mol

[5]
Molecular formula: C39H39N7O3PSn
Method: DFT, ωB97M-V/def2-TZVPD

```
! wB97M-V def2-TZVPD RIJCOSX def2/J DEFGRID3
* xyz 1 1
Sn 0.329 0.188 0.269
C -1.333 3.172 1.104
N -1.254 1.850 1.695
C -2.527 1.165 1.590
C -2.446 -0.316 1.895
C -3.625 -1.051 1.975
C -3.553 -2.413 2.203
C -2.304 -3.002 2.345
C -1.189 -2.190 2.267
N -1.247 -0.875 2.052
C -0.781 1.938 3.070
C 0.699 2.182 3.081
C 1.359 2.769 4.153
C 2.738 2.873 4.110
C 3.415 2.406 2.985
C 2.674 1.859 1.955
N 1.340 1.748 2.010
C -1.426 3.134 -0.401
C -1.961 4.211 -1.099
C -1.938 4.183 -2.483
C -1.402 3.074 -3.126
C -0.918 2.036 -2.347
N -0.924 2.065 -1.014
H -2.176 3.752 1.514
H -0.425 3.723 1.370
H -3.293 1.625 2.239
H -2.880 1.276 0.561
H -4.581 -0.558 1.856
H -4.455 -3.006 2.270
H -2.199 -4.064 2.521
H -0.193 -2.607 2.387
H -1.309 2.698 3.671
H -0.959 0.978 3.555
H 0.795 3.123 5.006
H 3.280 3.311 4.938
H 4.491 2.465 2.907
H 3.148 1.490 1.053
H -2.382 5.055 -0.567
H -2.334 5.013 -3.053
H -1.366 3.012 -4.204
H -0.509 1.137 -2.797
C 1.896 -2.443 3.737
C 1.456 -1.341 2.992
N 1.628 -1.251 1.691
C 2.286 -2.231 1.020
C 2.769 -3.374 1.692
C 2.528 -3.462 3.079
C 3.498 -4.351 0.976
C 3.766 -4.124 -0.341
C 3.301 -2.979 -1.018
C 2.520 -2.021 -0.388
N 1.993 -0.863 -0.890
C 2.246 -0.319 -2.127
C 2.600 -0.947 -3.307
C 2.877 -0.218 -4.483
C 2.774 1.140 -4.532
C 2.330 1.830 -3.380
C 2.095 3.221 -3.359
C 1.660 3.829 -2.213
C 1.449 3.037 -1.078
N 1.637 1.735 -1.072
C 2.070 1.109 -2.196
H 1.732 -2.473 4.805
H 0.932 -0.521 3.469
H 2.865 -4.344 3.611
H 3.857 -5.234 1.488
H 4.355 -4.842 -0.898
H 3.596 -2.856 -2.044
H 2.637 -2.022 -3.366
H 3.175 -0.765 -5.368
H 3.002 1.694 -5.433
H 2.259 3.792 -4.264
H 1.465 4.892 -2.174
H 1.116 3.480 -0.147
C -4.004 -4.033 -1.271
O -3.232 -3.058 -1.971
P -2.633 -1.770 -1.172
O -1.127 -1.718 -1.790
C -0.395 -2.871 -2.208
O -3.177 -0.559 -2.114
C -4.486 -0.069 -1.841
H -4.481 -4.658 -2.022
H -4.774 -3.567 -0.654
H -3.371 -4.658 -0.639
H 0.274 -2.549 -3.003
H -1.061 -3.642 -2.589
H 0.198 -3.266 -1.381
H -4.644 0.799 -2.476
H -4.590 0.228 -0.793
H -5.244 -0.819 -2.075
*
```

## Properties
Orbital gap = 6.49 eV
Relative energy (zero: lowest compared OMol25 entry of this formula, charge and spin) = 1.401 eV
Molar mass = 803.5 g/mol